[1]
Molecular formula: C18H48BBeF4N2O10
Method: DFT, ωB97M-V/def2-TZVPD

Geometry as XYZ:
```
84
Properties=species:S:1:pos:R:3:forces:R:3
Be -17.849 17.896 19.372 1.31 -1.13 1.04
B -15.849 16.419 17.517 1.18 0.47 0.51
F -14.706 17.209 17.799 -0.10 0.10 -0.61
F -16.845 17.230 16.935 0.03 -0.07 -0.41
F -15.487 15.224 16.915 -0.31 0.60 -0.26
F -16.365 16.108 18.781 -1.61 0.09 1.58
C -15.110 23.322 15.480 1.40 -0.74 0.96
O -15.987 22.630 16.355 -1.41 0.50 -0.74
C -15.439 21.685 17.205 1.38 -0.28 -0.17
C -16.557 20.785 17.689 -0.93 1.35 0.59
N -16.175 19.705 18.620 -1.26 -0.54 0.68
C -15.619 20.231 19.883 0.00 -0.25 1.14
C -14.853 19.151 20.633 0.18 -0.71 -0.51
O -15.775 18.036 20.830 -0.31 0.20 -1.18
C -15.243 16.849 21.381 0.92 -0.95 1.08
H -14.348 23.865 16.051 -0.06 0.12 0.19
H -15.593 24.063 14.853 -0.52 -0.46 -0.03
H -14.547 22.553 14.945 -0.11 0.28 -0.65
H -14.935 22.237 18.006 0.02 -0.29 0.29
H -14.676 21.039 16.748 0.13 0.22 -0.42
H -17.196 20.512 16.850 0.46 -0.75 -0.09
H -17.195 21.514 18.201 -0.26 -0.43 0.49
H -15.474 19.075 18.232 -0.14 -0.11 -0.39
H -16.354 20.492 20.646 -0.43 0.31 -0.91
H -15.034 21.131 19.698 0.40 -0.25 0.10
H -14.499 19.465 21.614 -0.15 0.34 0.03
H -13.968 18.861 20.063 -0.10 -0.53 -0.07
H -15.372 15.902 20.854 -0.41 0.59 -0.91
H -15.694 16.625 22.353 -0.05 0.49 0.19
H -14.165 16.904 21.542 0.00 0.36 0.01
C -19.282 15.525 17.318 0.50 0.35 -0.61
O -19.403 16.239 18.566 0.89 0.43 0.36
C -19.920 15.395 19.603 -0.98 -0.47 0.34
C -20.330 16.280 20.775 -0.34 0.07 -2.34
N -19.072 16.906 21.237 -0.51 -0.03 -0.72
C -19.351 17.955 22.241 -0.39 -1.01 -0.19
C -18.120 18.830 22.375 -1.37 -1.28 0.34
O -18.148 19.586 21.184 1.00 -0.15 -1.12
C -18.688 20.917 21.167 0.25 -0.56 1.30
H -18.546 14.723 17.325 -0.10 -0.08 0.57
H -18.875 16.202 16.569 -0.39 0.25 0.12
H -20.257 15.146 17.015 -0.04 0.03 0.07
H -19.274 14.564 19.894 0.53 0.25 -0.18
H -20.824 14.911 19.226 -0.05 0.02 -0.15
H -20.946 15.757 21.509 0.66 -0.25 0.41
H -21.059 16.951 20.313 0.42 0.76 0.27
H -18.763 16.076 21.739 1.44 0.37 -0.09
H -19.660 17.351 23.098 -0.18 0.94 0.56
H -20.164 18.506 21.768 -0.23 0.28 0.74
H -17.311 18.100 22.351 0.43 0.73 -0.09
H -18.091 19.356 23.329 -0.02 0.61 -0.34
H -19.769 20.854 21.289 -0.07 0.35 -0.49
H -18.302 21.412 20.281 -0.49 -0.11 -0.19
H -18.292 21.448 22.035 -0.01 0.10 -0.01
C -13.232 12.500 15.769 0.52 1.09 0.14
C -12.727 13.640 14.905 0.12 0.45 0.08
O -13.706 14.656 14.734 -0.68 0.03 -0.74
O -14.022 11.566 15.090 0.20 -0.92 0.10
H -13.758 12.943 16.622 -0.19 -0.04 0.07
H -12.335 12.043 16.191 -0.25 -0.68 -0.17
H -12.442 13.256 13.924 -0.28 0.07 -0.11
H -11.830 14.136 15.288 0.11 -0.40 0.39
H -13.893 15.103 15.566 0.21 -0.18 0.14
H -14.681 11.936 14.499 0.12 0.53 0.15
C -16.549 15.130 12.634 0.25 -0.34 0.23
C -17.199 15.264 13.993 -0.10 0.13 -0.28
O -16.893 14.167 14.824 0.46 -0.32 0.30
O -17.053 14.001 11.967 -0.74 -0.35 -0.43
H -15.477 14.910 12.698 0.13 0.93 0.48
H -16.738 16.057 12.088 0.04 -0.28 -0.37
H -18.286 15.185 13.911 0.01 0.45 -0.35
H -16.919 16.245 14.394 -0.02 -0.13 0.44
H -15.939 14.191 14.989 -0.02 -0.01 0.06
H -17.045 13.314 12.645 -0.11 -0.14 -0.22
C -18.918 11.380 19.317 -0.16 -0.42 0.27
C -18.014 12.244 18.409 -0.41 -1.93 0.28
O -17.026 13.001 19.074 -0.60 0.36 0.15
O -19.756 12.111 20.202 -0.06 1.08 0.02
H -18.402 10.628 19.922 0.75 0.34 -0.14
H -19.555 10.755 18.683 0.12 0.30 -0.51
H -18.646 12.792 17.710 0.03 0.34 0.19
H -17.531 11.456 17.821 0.14 0.12 -0.30
H -16.634 13.597 18.423 0.12 -0.03 0.07
H -20.486 11.565 20.500 0.08 -0.16 -0.06
```
Positions in Å, forces in eV/Å.

Calculated values
- total charge = +1
- DFT total energy (hartree) = -2015.4045

***

[2]
Molecular formula: C7H18N5
Method: DFT, ωB97M-V/def2-TZVPD

Geometry as XYZ:
```
30
Properties=species:S:1:pos:R:3:forces:R:3
C -2.373 1.556 -0.353 2.77 -1.23 0.57
C 1.092 -0.550 -0.874 0.15 -2.70 0.41
C 1.016 0.359 1.355 2.19 1.01 -3.48
C 2.111 0.416 -1.403 1.77 -0.37 2.54
C 1.772 1.647 0.792 -1.15 -2.21 1.47
C -1.418 -2.894 0.303 -0.05 -1.12 0.59
C -1.766 -1.472 -0.129 1.14 0.16 -2.38
N -1.370 1.959 -0.905 -1.49 0.18 0.14
N 0.205 -0.050 0.184 0.44 1.32 -0.19
N -3.498 1.290 0.249 -0.23 0.68 -0.41
N -1.012 -0.495 0.609 -1.65 0.34 0.39
N 2.806 1.063 -0.141 1.52 1.45 -0.47
H 0.561 -0.941 -1.774 0.12 0.09 0.95
H 1.672 -1.361 -0.360 -0.33 -0.17 -0.87
H 1.807 -0.391 1.695 -1.19 0.50 -0.32
H 0.418 0.689 2.125 -1.52 0.22 1.66
H 2.912 0.028 -2.057 -0.67 -0.03 0.37
H 1.600 1.203 -1.788 -1.17 2.54 -1.74
H 1.005 2.306 0.379 0.59 -0.22 -0.83
H 2.133 2.164 1.653 1.36 0.37 0.24
H -2.117 -3.667 -0.138 0.70 0.82 0.56
H -0.380 -3.196 0.031 -0.65 0.35 -0.05
H -1.433 -2.942 1.437 -0.26 -0.02 -1.32
H -1.674 -1.337 -1.311 -0.08 -0.42 1.98
H -2.815 -1.254 0.061 -0.13 -0.27 0.14
H -0.526 1.317 -0.717 0.40 -0.06 0.19
H -4.244 2.018 0.207 0.52 -1.32 0.44
H -3.432 0.447 0.844 -0.75 1.03 -0.25
H 3.336 0.333 0.354 -0.60 -0.07 0.07
H 3.610 1.751 -0.327 -1.75 -0.85 -0.40
```
Positions in Å, forces in eV/Å.

Calculated values
- total charge = +1
- energy above the lowest of the compared OMol25 structures with the same formula, charge and spin (kJ/mol) = 369.6

***

[3]
Molecular formula: Br3IP2
Method: DFT, ωB97M-V/def2-TZVPD

Geometry as XYZ:
```
6
Properties=species:S:1:pos:R:3:forces:R:3
Br 1.719 -1.837 0.988 -0.40 0.46 -0.43
P 0.416 -0.138 0.333 0.85 0.66 -0.19
Br -1.578 -0.863 0.326 -1.10 -0.88 0.08
Br -0.057 1.063 2.638 0.45 -0.21 -0.73
P 0.693 0.143 -2.047 -0.20 0.08 1.41
I -1.194 1.633 -2.238 0.40 -0.12 -0.14
```
Positions in Å, forces in eV/Å.

Calculated values
- total charge = 0
- SMILES string = BrP(Br)(Br)=PI
- energy above the lowest of the compared OMol25 structures with the same formula, charge and spin (kJ/mol) = 213.9

***

[4]
Molecular formula: C33H48AsN7O3PbSSi3
Method: DFT, ωB97M-V/def2-TZVPD

Geometry as XYZ:
```
97
Properties=species:S:1:pos:R:3:forces:R:3
Pb 0.030 -0.309 -0.074 0.13 -0.11 -0.54
C 2.370 0.576 3.791 0.04 0.00 -0.03
C 1.896 0.112 2.457 0.05 -0.02 -0.18
N 0.718 0.322 2.014 0.26 -0.09 0.26
N -0.214 1.046 2.683 0.25 -0.32 0.39
C -0.932 1.710 1.812 -0.44 0.31 -0.25
O -0.702 1.645 0.539 -0.17 0.20 -0.08
C -2.055 2.547 2.271 0.03 -0.02 0.03
C -2.430 2.558 3.614 0.01 0.00 0.01
C -3.501 3.334 4.021 0.00 0.00 -0.01
C -4.194 4.104 3.094 0.00 -0.01 0.00
C -3.817 4.100 1.758 0.00 0.00 0.00
C -2.748 3.322 1.342 -0.01 0.00 -0.01
C 2.826 -0.545 1.491 -0.17 0.11 -0.02
C 4.111 -0.886 1.858 0.14 -0.03 0.04
C 4.959 -1.456 0.915 -0.02 0.00 0.03
C 4.490 -1.663 -0.367 -0.03 0.01 -0.04
C 3.191 -1.283 -0.673 -0.05 0.04 0.03
N 2.380 -0.735 0.232 0.07 -0.08 0.16
H 1.556 1.053 4.327 -0.01 0.01 0.00
H 3.190 1.287 3.671 0.00 0.00 0.01
H 2.744 -0.267 4.374 0.00 0.00 0.00
H -1.879 1.960 4.328 0.00 0.00 -0.01
H -3.795 3.345 5.062 0.00 0.00 0.00
H -5.027 4.715 3.418 0.01 0.00 0.00
H -4.352 4.710 1.042 0.01 0.00 0.01
H -2.439 3.317 0.305 0.01 0.00 0.01
H 4.451 -0.710 2.869 0.00 0.00 -0.02
H 5.971 -1.725 1.185 -0.01 0.00 0.00
H 5.116 -2.089 -1.139 0.00 0.00 0.01
H 2.799 -1.373 -1.676 -0.01 -0.01 -0.02
N 0.253 6.889 -2.904 -0.04 -0.04 0.01
C 0.389 5.538 -2.939 0.01 0.06 -0.01
C 0.919 4.845 -1.836 0.01 0.01 0.03
C 1.048 3.478 -1.870 -0.01 -0.01 0.01
C 0.643 2.771 -3.001 -0.01 0.01 -0.05
C 0.111 3.440 -4.102 0.01 0.01 0.02
C -0.011 4.809 -4.072 0.00 0.00 -0.02
S 0.788 1.050 -3.039 0.08 0.10 0.06
O 1.952 0.643 -2.275 0.04 -0.04 0.05
O 0.609 0.563 -4.368 -0.03 -0.07 0.00
N -0.406 0.420 -2.063 -0.20 0.03 0.11
C -1.744 0.780 -2.138 0.08 -0.06 0.07
N -2.176 1.496 -3.163 -0.02 -0.02 -0.06
C -3.459 1.851 -3.129 0.01 0.01 -0.02
C -4.301 1.508 -2.084 0.01 0.02 -0.03
C -3.748 0.735 -1.081 -0.03 -0.05 0.04
N -2.477 0.343 -1.103 0.06 -0.01 -0.08
H 0.653 7.421 -2.153 0.02 0.00 0.00
H -0.004 7.394 -3.732 0.01 0.00 -0.01
H 1.242 5.399 -0.963 0.00 0.00 -0.01
H 1.478 2.956 -1.024 0.00 0.00 -0.01
H -0.196 2.877 -4.972 0.00 0.00 0.01
H -0.410 5.333 -4.931 0.00 0.00 0.01
H -3.815 2.435 -3.970 0.01 0.00 0.00
H -5.334 1.820 -2.054 0.01 0.00 0.00
H -4.342 0.420 -0.231 0.01 0.01 0.00
C 2.007 -3.910 1.866 0.04 0.04 0.07
Si 1.030 -4.481 0.396 -0.13 0.04 -0.01
C 2.043 -4.759 -1.131 0.06 -0.03 -0.04
C 0.061 -5.999 0.843 0.01 -0.08 -0.03
As -0.723 -2.867 -0.147 -0.09 -0.05 0.07
Si -1.484 -3.306 -2.448 0.12 -0.01 0.05
C -3.044 -2.383 -2.835 -0.04 0.04 0.02
C -1.777 -5.138 -2.360 0.00 -0.06 -0.03
C -0.058 -2.863 -3.539 -0.03 0.01 -0.08
Si -2.338 -2.995 1.663 0.03 0.05 0.02
C -1.310 -2.745 3.190 -0.01 -0.03 0.06
C -3.162 -4.657 1.573 -0.02 -0.05 -0.01
C -3.547 -1.618 1.408 -0.02 0.04 0.02
H 2.988 -4.392 1.837 -0.01 0.00 0.02
H 1.515 -4.218 2.790 0.02 0.02 -0.01
H 2.168 -2.836 1.909 0.01 -0.01 -0.01
H 2.879 -5.408 -0.852 -0.01 0.01 -0.03
H 2.456 -3.854 -1.573 0.00 0.02 0.01
H 1.466 -5.286 -1.892 0.02 0.02 -0.02
H 0.786 -6.810 0.971 -0.02 0.00 0.00
H -0.652 -6.317 0.083 -0.01 0.01 0.02
H -0.459 -5.882 1.793 -0.01 0.00 0.01
H -3.597 -2.059 -1.956 -0.02 -0.01 0.01
H -3.688 -3.058 -3.404 0.00 0.04 -0.03
H -2.832 -1.510 -3.456 -0.02 0.02 0.04
H -2.507 -5.421 -1.601 -0.01 -0.01 0.00
H -0.861 -5.709 -2.202 -0.02 0.00 0.01
H -2.186 -5.443 -3.329 0.01 -0.01 0.01
H 0.251 -1.822 -3.439 0.01 0.00 -0.01
H -0.393 -2.984 -4.575 0.02 -0.01 0.01
H 0.796 -3.522 -3.393 0.04 0.01 0.02
H -0.675 -3.606 3.404 0.01 0.02 0.00
H -1.982 -2.613 4.043 0.02 -0.01 0.00
H -0.686 -1.850 3.130 -0.02 0.00 0.01
H -2.608 -5.427 2.107 -0.01 0.00 -0.03
H -3.333 -5.001 0.553 -0.02 0.01 -0.01
H -4.143 -4.565 2.049 0.01 -0.01 0.01
H -3.098 -0.638 1.584 0.00 0.04 -0.04
H -4.360 -1.749 2.129 0.01 0.03 0.00
H -3.978 -1.639 0.407 -0.01 -0.02 0.02
```
Positions in Å, forces in eV/Å.

Calculated values
- total charge = +2
- DFT total energy (hartree) = -5590.2194

***

[5]
Molecular formula: C11H14FN
Method: DFT, ωB97M-V/def2-TZVPD

Geometry as XYZ:
```
27
Properties=species:S:1:pos:R:3:forces:R:3
C -3.648 -0.282 -0.158 -1.13 1.86 0.41
C -2.903 0.774 0.364 -1.68 1.67 -0.87
C -2.896 -1.439 -0.367 2.49 -4.13 -0.50
C -1.538 0.737 0.472 -1.27 3.13 0.46
C -1.541 -1.550 -0.109 -0.40 -0.31 -1.39
C -0.781 -0.422 0.206 1.11 -2.97 0.31
C 0.683 -0.388 0.475 -0.22 0.21 0.96
C 1.573 0.294 -0.604 0.54 -0.07 0.79
C 1.127 -0.249 1.977 0.61 0.50 -1.96
C 1.004 0.936 -1.823 0.50 2.11 -0.72
C 2.815 0.807 -0.006 1.47 0.78 2.34
N 1.420 -1.103 -0.529 -0.44 -2.99 -1.15
F 2.567 -1.977 -0.215 -0.98 1.56 0.44
H -4.696 -0.342 -0.546 1.07 0.94 0.82
H -3.568 1.640 0.348 1.08 0.67 0.70
H -3.542 -2.206 -0.758 0.68 -1.10 0.02
H -0.841 1.559 0.467 -0.82 1.21 0.51
H -0.892 -2.383 -0.309 -0.57 -0.94 -0.18
H 1.778 -1.068 2.231 0.75 0.02 -0.04
H 0.330 -0.365 2.635 -1.89 -0.18 0.82
H 1.532 0.752 2.178 0.28 -0.53 -0.02
H 0.091 1.475 -1.572 -0.04 0.11 -0.04
H 0.744 0.254 -2.596 -0.17 -0.92 -0.42
H 1.692 1.695 -2.323 -0.61 -0.91 0.90
H 3.581 1.062 -0.716 0.18 0.01 -0.62
H 3.290 0.032 0.696 -0.78 1.32 -1.00
H 2.619 1.758 0.583 0.26 -1.05 -0.57
```
Positions in Å, forces in eV/Å.

Calculated values
- total charge = 0
- energy above the lowest of the compared OMol25 structures with the same formula, charge and spin (kJ/mol) = 138.7
- ⟨S²⟩ = 2.05
- multiplicity = 3